1.
Here is a cluster of 2 separate species, C3H9N3O2 in total from OMol25. Energies are from ωB97M-V/def2-TZVPD.

As for the frontier orbital gap: 0.38816 Ha. As for the HOMO energy: -9.75 eV. Its structure (SMILES) is CC(N)=O.NC(N)=O. For the relative energy (zero: lowest compared OMol25 entry of this formula, charge and spin), the calculation gives 0.204 eV. For the total energy, the calculation gives -434.51867 a.u.

Each line ends with the Mulliken charge.
Element x y z (Å)
1 C 1.56 1.17 0.87  -1.167
2 C 1.34 -0.31 0.69  0.774
3 N 0.96 -1.00 1.82  -0.423
4 O 1.46 -0.89 -0.37  -0.634
5 H 2.26 1.35 1.68  0.421
6 H 0.59 1.60 1.14  0.316
7 H 1.91 1.60 -0.06  0.284
8 H 1.12 -1.99 1.78  0.240
9 H 0.98 -0.54 2.70  0.199
10 N -1.44 -0.41 -2.42  -0.590
11 C -1.43 0.36 -1.26  0.611
12 N -1.74 -0.37 -0.13  -0.420
13 O -1.15 1.54 -1.25  -0.604
14 H -1.06 0.10 -3.20  0.261
15 H -0.96 -1.30 -2.33  0.269
16 H -2.39 -1.12 -0.29  0.221
17 H -2.01 0.21 0.65  0.243

---

2.
Here is a structure of composition C52H48GeN3O8PTi at a distorted geometry from OMol25. Energies are from ωB97M-V/def2-TZVPD.

As for the frontier orbital gap: 0.23231 Ha. The charge is -2. As for the HOMO energy: -2.68 eV. For the relative energy (zero: lowest compared OMol25 entry of this formula, charge and spin), the calculation gives 0.000 eV. For the total energy, the calculation gives -6044.45778 a.u.

Each line ends with the Mulliken charge.
Element x y z (Å)
1 Ti -0.79 -0.33 0.35  -2.429
2 O -5.27 -5.65 2.59  -0.725
3 C -4.68 -4.94 3.43  0.362
4 O -4.69 -4.99 4.68  -0.738
5 C -3.77 -3.83 2.83  0.003
6 C -2.83 -3.18 3.61  -1.366
7 C -2.00 -2.23 3.05  -0.348
8 N -2.09 -1.87 1.77  0.849
9 C -3.03 -2.47 1.02  0.140
10 C -3.86 -3.46 1.49  -0.899
11 C -3.08 -1.97 -0.41  -0.150
12 O -3.69 -2.56 -1.28  -0.786
13 O -2.39 -0.89 -0.60  0.113
14 H -2.75 -3.44 4.66  0.494
15 H -1.24 -1.72 3.63  0.534
16 H -4.57 -3.95 0.84  0.614
17 C 0.27 -4.47 -2.97  -0.362
18 C 0.31 -3.14 -3.38  -1.001
19 C 0.07 -2.15 -2.45  -0.409
20 N -0.22 -2.41 -1.18  0.771
21 C -0.27 -3.68 -0.79  -0.265
22 C -0.03 -4.75 -1.65  -1.107
23 H 0.46 -5.27 -3.68  0.397
24 H 0.53 -2.88 -4.41  0.461
25 H 0.11 -1.10 -2.71  0.442
26 H -0.53 -3.86 0.25  0.426
27 H -0.09 -5.76 -1.28  0.479
28 C -4.36 -0.03 -4.92  -1.515
29 C -3.15 -0.10 -3.99  -0.428
30 P -2.76 1.38 -2.94  1.160
31 C -2.58 2.71 -4.22  -0.828
32 C -1.33 2.52 -5.07  -1.102
33 C -4.42 1.87 -2.31  -1.267
34 C -4.99 0.95 -1.23  -0.840
35 H -4.41 -0.93 -5.55  0.435
36 H -4.32 0.83 -5.59  0.286
37 H -5.29 0.02 -4.35  0.292
38 H -2.24 -0.30 -4.56  0.450
39 H -3.25 -0.93 -3.29  0.177
40 H -2.52 3.65 -3.66  0.448
41 H -3.47 2.78 -4.86  0.498
42 H -0.50 2.16 -4.47  0.131
43 H -1.01 3.46 -5.54  0.404
44 H -1.50 1.80 -5.87  0.274
45 H -5.12 1.96 -3.15  0.601
46 H -4.29 2.88 -1.90  0.474
47 H -4.32 0.90 -0.38  -0.060
48 H -5.12 -0.07 -1.60  0.234
49 H -5.96 1.31 -0.88  0.518
50 O 1.06 -0.80 3.87  -0.752
51 C 1.11 -1.24 2.73  -0.085
52 O 0.47 -0.71 1.73  1.215
53 C 2.08 -2.34 2.38  -0.001
54 C 2.32 -2.68 1.06  -0.300
55 C 3.21 -3.70 0.71  -1.315
56 C 3.84 -4.34 1.75  0.986
57 O 4.75 -5.37 1.69  -0.548
58 C 5.15 -5.61 3.04  -0.316
59 O 4.37 -4.80 3.90  -0.541
60 C 3.61 -3.99 3.07  0.916
61 C 2.73 -3.00 3.43  -1.517
62 H 1.81 -2.12 0.28  0.694
63 H 3.40 -3.97 -0.32  0.561
64 H 6.21 -5.34 3.15  0.264
65 H 4.98 -6.66 3.28  0.260
66 H 2.54 -2.72 4.45  0.500
67 N -4.54 5.79 2.76  -0.706
68 C -3.97 4.86 2.39  -0.282
69 C -3.26 3.70 1.93  0.666
70 C -3.32 2.51 2.64  -1.109
71 C -2.60 1.41 2.18  -0.541
72 C -1.80 1.45 1.03  2.093
73 C -1.78 2.68 0.35  0.004
74 C -2.49 3.78 0.77  -0.639
75 H -3.92 2.44 3.54  0.480
76 H -2.67 0.49 2.76  0.191
77 H -1.16 2.76 -0.54  0.327
78 H -2.43 4.72 0.23  0.432
79 C 0.49 0.62 -0.74  0.346
80 Ge 1.95 1.56 0.03  3.661
81 C 3.37 0.57 1.00  -0.199
82 C 4.20 -0.26 0.26  -0.518
83 C 5.27 -0.93 0.84  -0.629
84 C 5.53 -0.77 2.20  -0.523
85 C 4.72 0.06 2.95  -0.662
86 C 3.65 0.73 2.36  0.173
87 C 3.10 2.41 -1.35  -0.133
88 C 2.90 2.15 -2.70  -0.425
89 C 3.75 2.67 -3.67  -0.597
90 C 4.82 3.47 -3.30  -0.436
91 C 5.04 3.74 -1.95  -0.801
92 C 4.19 3.21 -0.99  -0.359
93 C 1.41 3.04 1.23  -0.350
94 C 1.46 4.37 0.82  -0.391
95 C 0.94 5.39 1.60  -0.903
96 C 0.35 5.10 2.82  -0.545
97 C 0.29 3.78 3.25  -0.945
98 C 0.81 2.77 2.46  0.439
99 H 0.19 1.12 -1.68  0.177
100 H 4.01 -0.40 -0.80  0.315
101 H 5.90 -1.57 0.24  0.387
102 H 6.35 -1.30 2.66  0.377
103 H 4.90 0.18 4.01  0.397
104 H 3.03 1.36 2.97  0.145
105 H 2.06 1.53 -3.00  0.183
106 H 3.57 2.46 -4.72  0.395
107 H 5.49 3.87 -4.05  0.352
108 H 5.88 4.35 -1.65  0.380
109 H 4.38 3.42 0.05  0.376
110 H 1.90 4.62 -0.14  0.321
111 H 0.98 6.42 1.25  0.374
112 H -0.07 5.89 3.43  0.369
113 H -0.19 3.54 4.19  0.411
114 H 0.70 1.74 2.80  0.062

---

3.
Here is a structure of composition C11H21ClN3O3PdS3 at a distorted geometry from OMol25. Energies are from ωB97M-V/def2-TZVPD.

As for the frontier orbital gap (alpha / beta): 0.20077 / 0.20072 Ha. The charge is +1. As for the HOMO energy (alpha / beta): -10.82 / -10.82 eV. For the relative energy (zero: lowest compared OMol25 entry of this formula, charge and spin), the calculation gives 1.400 eV. For the total energy, the calculation gives -2603.97154 a.u.

Each line ends with the Mulliken charge.
Element x y z (Å)
1 Pd -0.05 0.05 0.00  0.815
2 C -0.19 1.71 -2.50  -0.864
3 C 0.94 0.72 -2.66  -0.715
4 N 1.57 0.33 -1.37  -0.052
5 C 2.54 1.30 -0.81  -0.829
6 C 1.94 2.59 -0.26  -0.562
7 S 0.51 2.27 0.84  0.004
8 C -0.80 3.28 0.08  -0.616
9 C -1.79 2.41 -0.73  -0.758
10 N -1.08 1.30 -1.36  0.150
11 H -0.78 1.73 -3.42  0.429
12 H 0.17 2.72 -2.34  0.333
13 H 1.69 1.11 -3.36  0.363
14 H 0.55 -0.19 -3.11  0.423
15 H 2.05 -0.57 -1.51  0.336
16 H 3.28 1.55 -1.58  0.337
17 H 3.08 0.79 -0.02  0.465
18 H 1.67 3.28 -1.05  0.331
19 H 2.70 3.09 0.35  0.464
20 H -0.34 4.04 -0.54  0.410
21 H -1.31 3.77 0.90  0.453
22 H -2.30 3.02 -1.48  0.349
23 H -2.55 2.00 -0.07  0.411
24 H -1.72 0.61 -1.77  0.393
25 S 0.90 -2.52 -0.21  -0.054
26 C 1.35 -4.10 0.08  0.166
27 N 1.94 -4.91 -0.79  -0.180
28 C 2.44 -6.18 -0.27  -0.583
29 C 1.50 -6.50 0.89  -0.515
30 S 1.05 -4.89 1.59  -0.013
31 H 2.27 -4.53 -1.66  0.227
32 H 3.47 -6.06 0.08  0.282
33 H 2.42 -6.95 -1.04  0.325
34 H 1.97 -7.14 1.64  0.387
35 H 0.59 -6.98 0.53  0.296
36 Cl -5.00 -1.45 0.38  -0.193
37 C -3.70 -2.43 -0.35  -0.499
38 C -2.38 -2.15 0.36  0.316
39 O -2.01 -2.85 1.27  -0.502
40 O -1.78 -1.10 -0.14  -0.553
41 H -3.65 -2.17 -1.40  0.273
42 H -3.96 -3.48 -0.24  0.323
43 O -0.08 -0.18 1.78  -0.576

---

4.
Here is an isolated molecule of C5H7NO4S at a distorted geometry from OMol25. Energies are from ωB97M-V/def2-TZVPD.

As for the frontier orbital gap: 0.36559 Ha. As for the HOMO energy: -10.13 eV. Its structure (SMILES) is CS1(=O)(O)O[C@H](C=O)[C@H]1C#N. For the relative energy (zero: lowest compared OMol25 entry of this formula, charge and spin), the calculation gives 4.555 eV. For the total energy, the calculation gives -948.43384 a.u.

Each line ends with the Mulliken charge.
Element x y z (Å)
1 C 1.79 -1.57 0.54  -1.162
2 S 0.97 -0.14 -0.52  1.030
3 O 1.39 -0.62 -1.81  -0.615
4 O 1.65 1.05 0.40  -0.479
5 O -0.03 1.17 -1.03  -0.603
6 C -1.34 0.85 -0.61  -0.054
7 C -1.45 2.14 0.33  0.042
8 O -0.67 2.51 1.18  -0.525
9 C -0.82 -0.52 0.06  -0.043
10 C -1.47 -1.68 -0.39  0.049
11 N -1.99 -2.69 -0.50  -0.433
12 H 2.90 -1.56 0.28  0.322
13 H 1.63 -1.64 1.59  0.399
14 H 1.32 -2.40 0.17  0.476
15 H 1.02 1.68 0.67  0.421
16 H -2.08 1.03 -1.40  0.349
17 H -2.17 2.86 -0.11  0.339
18 H -0.66 -0.47 1.14  0.486

---

5.
Here is a structure of composition C8H12MgN2P at a distorted geometry from OMol25. Energies are from ωB97M-V/def2-TZVPD.

As for the frontier orbital gap: 0.13944 Ha. The charge is -1. As for the HOMO energy: -1.32 eV. For the relative energy (zero: lowest compared OMol25 entry of this formula, charge and spin), the calculation gives 0.000 eV. For the total energy, the calculation gives -962.89041 a.u.

Each line ends with the Mulliken charge.
Element x y z (Å)
1 C 0.81 -1.66 -1.01  0.059
2 C 0.34 -1.67 -2.35  -0.851
3 C -0.90 -2.39 -2.39  -0.421
4 C -1.21 -2.82 -1.06  -0.647
5 C -0.17 -2.36 -0.19  -0.784
6 Mg 1.14 0.07 2.29  -0.320
7 P 3.12 0.79 0.95  -0.458
8 H 1.75 -1.22 -0.66  0.246
9 H 0.85 -1.23 -3.21  0.385
10 H -1.49 -2.59 -3.28  0.406
11 H -0.10 -2.54 0.88  0.400
12 H -2.08 -3.40 -0.75  0.364
13 H 2.97 1.60 -0.22  0.088
14 H 3.96 -0.24 0.37  0.118
15 H 4.15 1.54 1.62  0.110
16 N -1.58 2.98 1.01  -0.019
17 C -2.30 1.92 0.45  -0.527
18 C -1.61 0.78 0.76  -0.380
19 N -0.49 1.14 1.51  0.483
20 C -0.51 2.47 1.65  -0.626
21 H -1.82 3.97 1.00  0.222
22 H -3.21 2.05 -0.10  0.403
23 H -1.82 -0.25 0.54  0.419
24 H 0.21 3.07 2.19  0.331

---

6.
Here is a structure of composition C21H30N3O2 at a distorted geometry from OMol25. Energies are from ωB97M-V/def2-TZVPD.

As for the frontier orbital gap: 0.33044 Ha. The charge is +1. As for the HOMO energy: -11.38 eV. For the relative energy (zero: lowest compared OMol25 entry of this formula, charge and spin), the calculation gives 18.457 eV. For the total energy, the calculation gives -1132.05790 a.u.

Each line ends with the Mulliken charge.
Element x y z (Å)
1 C -6.09 -1.13 0.66  -1.316
2 C -4.60 -0.60 0.24  -0.127
3 H -3.85 -0.99 0.84  0.450
4 H -4.46 -0.84 -0.83  0.183
5 C -4.65 0.75 0.31  -0.898
6 C -3.36 1.35 0.20  0.702
7 C -3.01 1.56 -0.99  -0.149
8 C -1.65 2.10 -1.58  -1.495
9 C -0.74 2.26 -0.54  0.870
10 C -1.03 1.99 0.86  -0.588
11 C -2.42 1.82 1.17  -1.381
12 H -2.75 1.55 2.08  0.491
13 H -0.37 2.03 1.58  0.836
14 O 0.59 2.68 -0.83  -0.432
15 C 1.66 2.53 -0.11  0.329
16 C 2.79 2.03 -0.70  -0.032
17 O 2.48 0.78 -1.55  -0.488
18 H 1.54 1.14 -1.90  0.520
19 H 3.24 2.98 -1.58  0.270
20 C 4.09 1.73 0.12  -1.240
21 N 4.13 0.36 0.47  -0.034
22 C 3.35 0.09 1.90  -1.177
23 C 2.13 -0.63 1.48  -0.552
24 N 2.10 -1.09 0.17  0.712
25 H 2.19 -0.07 -0.85  0.516
26 C 1.00 -1.78 -0.39  -0.395
27 N 0.07 -1.15 -0.93  0.157
28 C -1.10 -1.27 -1.31  -0.712
29 C -1.58 -2.79 -0.97  -0.626
30 C -0.55 -3.66 -0.44  -1.060
31 C 0.68 -3.03 -0.19  0.006
32 H 1.37 -3.82 0.18  0.264
33 H -0.80 -4.62 -0.33  0.625
34 H -2.50 -3.22 -1.39  0.407
35 H -1.83 -0.77 -1.70  0.882
36 C 3.47 -1.63 -0.27  -0.480
37 C 4.57 -0.76 -0.44  -1.310
38 H 5.46 -1.21 0.38  0.271
39 H 4.73 -0.36 -1.26  0.854
40 H 3.49 -2.48 0.53  0.452
41 H 3.44 -2.37 -1.13  0.315
42 H 1.89 -1.57 2.28  0.296
43 H 1.16 -0.16 1.61  0.477
44 H 4.06 -0.81 2.36  0.272
45 H 3.17 0.94 2.27  0.580
46 H 5.14 1.73 -0.66  0.353
47 H 4.29 2.30 0.86  0.580
48 H 1.61 1.70 0.87  -0.231
49 H 1.90 3.63 0.34  0.234
50 H -1.46 2.34 -2.43  1.030
51 H -3.61 1.62 -2.01  0.124
52 H -5.38 1.46 -0.24  0.347
53 H -4.75 1.21 1.40  0.270
54 H -6.11 -2.29 0.51  0.317
55 H -6.27 -1.00 1.73  0.363
56 H -6.85 -0.57 0.16  0.363

---

7.
Here is an isolated molecule of C5H8Cl2O at a distorted geometry from OMol25. Energies are from ωB97M-V/def2-TZVPD.

As for the frontier orbital gap: 0.41100 Ha. As for the HOMO energy: -10.54 eV. Its structure (SMILES) is CC(C)(CCl)C(=O)Cl. For the relative energy (zero: lowest compared OMol25 entry of this formula, charge and spin), the calculation gives 0.000 eV. For the total energy, the calculation gives -1190.91222 a.u.

Each line ends with the Mulliken charge.
Element x y z (Å)
1 C -0.88 -1.24 -0.10  -1.092
2 C 0.01 0.09 -0.04  0.928
3 C 0.00 0.53 1.44  -1.412
4 C 1.38 -0.31 -0.64  -0.702
5 Cl 2.56 1.02 -0.66  -0.187
6 C -0.66 1.15 -1.01  0.350
7 O -0.35 1.37 -2.12  -0.426
8 Cl -1.86 2.19 -0.31  -0.182
9 H -0.50 -1.78 0.90  0.291
10 H -2.10 -1.02 -0.22  0.268
11 H -0.66 -1.86 -1.06  0.356
12 H 0.78 1.29 1.85  0.286
13 H 0.29 -0.41 2.04  0.310
14 H -0.97 0.76 1.75  0.476
15 H 1.16 -0.63 -1.72  0.326
16 H 1.80 -1.15 -0.09  0.412

---

8.
Here is a structure of composition C27H28MnN2O6Te from OMol25. Energies are from ωB97M-V/def2-TZVPD.

As for the frontier orbital gap (alpha / beta): 0.24708 / 0.22083 Ha. As for the spin multiplicity: 4. As for the HOMO energy (alpha / beta): -7.38 / -7.15 eV. For the relative energy (zero: lowest compared OMol25 entry of this formula, charge and spin), the calculation gives 0.357 eV. For the total energy, the calculation gives -3025.68238 a.u.

Each line ends with the Mulliken spin population.
Element x y z (Å)
1 Mn 2.07 1.67 0.55  2.034
2 O -0.45 4.57 -3.22  0.001
3 C 0.86 4.66 -3.52  -0.001
4 C 1.21 5.45 -4.62  -0.001
5 C 2.52 5.58 -4.99  0.002
6 C 3.54 4.93 -4.29  0.000
7 C 3.20 4.16 -3.20  0.003
8 C 1.87 4.01 -2.79  0.003
9 C 1.59 3.19 -1.60  0.001
10 O 2.61 2.71 -0.93  0.008
11 N 0.35 2.99 -1.23  -0.013
12 N 0.34 2.26 -0.05  -0.035
13 C -0.80 1.97 0.48  -0.028
14 C -0.93 1.26 1.73  0.024
15 C -2.22 0.89 2.15  0.008
16 C -2.41 0.24 3.34  -0.022
17 C -1.30 -0.03 4.16  0.008
18 C -0.03 0.34 3.77  0.004
19 C 0.18 0.98 2.54  0.040
20 O 1.43 1.29 2.20  0.020
21 H -0.54 3.99 -2.43  0.000
22 H 0.41 5.95 -5.15  0.000
23 H 2.77 6.20 -5.85  0.000
24 H 4.57 5.03 -4.60  0.000
25 H 3.97 3.65 -2.63  0.003
26 H -1.70 2.28 -0.05  -0.003
27 H -3.06 1.11 1.50  0.005
28 H -3.40 -0.06 3.65  0.001
29 H -1.44 -0.54 5.10  0.000
30 H 0.83 0.13 4.39  0.001
31 C 5.12 -1.01 1.31  -0.001
32 C 4.25 -0.21 0.36  0.003
33 C 4.91 0.04 -0.99  0.004
34 O 3.94 1.08 0.98  -0.007
35 C 2.88 -0.87 0.12  -0.014
36 O 2.74 -2.06 0.16  0.021
37 O 1.93 -0.02 -0.20  0.006
38 H 6.11 -0.57 1.38  0.000
39 H 5.20 -2.03 0.94  0.000
40 H 4.67 -1.05 2.30  0.000
41 H 5.86 0.56 -0.85  0.000
42 H 4.26 0.63 -1.63  -0.001
43 H 5.12 -0.92 -1.47  0.000
44 H 4.69 1.67 0.89  0.001
45 C -6.33 -4.89 0.57  -0.002
46 C -4.98 -4.23 0.59  0.051
47 C -4.77 -3.00 -0.02  -0.029
48 C -3.52 -2.39 -0.03  -0.020
49 C -3.44 -1.06 -0.74  0.033
50 C -2.43 -3.02 0.59  -0.069
51 Te -0.52 -2.14 0.59  1.004
52 C -2.64 -4.26 1.23  -0.054
53 C -1.53 -5.02 1.92  0.039
54 C -3.90 -4.84 1.21  -0.020
55 H -7.11 -4.18 0.30  0.000
56 H -6.57 -5.31 1.54  0.002
57 H -6.35 -5.70 -0.16  0.004
58 H -5.60 -2.50 -0.50  0.000
59 H -3.71 -1.17 -1.79  0.001
60 H -2.44 -0.62 -0.70  -0.009
61 H -4.15 -0.35 -0.30  0.004
62 H -0.81 -4.35 2.39  0.000
63 H -0.98 -5.64 1.22  -0.005
64 H -1.95 -5.67 2.69  0.000
65 H -4.04 -5.80 1.70  -0.001